DFT (ωB97M-V/def2-TZVPD) results for a single C2H3F4NO molecule at a distorted geometry.

ORCA input file:
```
! RIJCOSX wB97M-V def2-TZVPD def2/J DEFGRID3
* xyz 0 1
H 0.96639 0.22901 -1.36943
F -1.03902 -1.70737 0.84889
F 0.67704 -1.51201 -0.39762
O 0.69160 -0.60883 1.61397
H 0.20968 1.70348 -1.56827
H 1.37053 0.05033 1.42822
F -0.97928 1.35865 0.72809
N 0.42267 0.90582 -0.92374
F -1.72328 0.02762 -0.79993
C -0.05910 -0.86809 0.55220
C -0.53720 0.42139 -0.11238
*
```

HOMO level   -11.45 eV
Gap between HOMO and LUMO   12.14 eV
SMILES   NC(F)(F)C(O)(F)F
Energy relative to the best compared isomer or geometry (same formula, charge and spin)   0.000 eV

For reference, the natural (NBO) charges in units of e are: number 1, H, carries 0.404; number 2, F, carries -0.288; number 3, F, carries -0.354; number 4, O, carries -0.680; number 5, H, carries 0.407; number 6, H, carries 0.503; number 7, F, carries -0.310; number 8, N, carries -0.862; number 9, F, carries -0.375; number 10, C, carries 0.844; number 11, C, carries 0.710

DFT (ωB97M-V/def2-TZVPD) results for a molecular structure, C2H3FIN at a distorted geometry.

ORCA input file:
```
! RIJCOSX wB97M-V def2-TZVPD def2/J DEFGRID3
* xyz 0 1
H 0.35487 0.83214 -1.41572
C -0.22059 1.07279 -0.62662
H 0.29719 1.73677 0.14532
H -0.52445 -1.43300 -0.10577
I -2.29178 1.27333 -0.89911
C 0.07438 -0.72534 0.22824
F 1.31225 -2.02904 1.62291
N 0.99812 -0.72766 1.05075
*
```

HOMO level   -9.85 eV
Gap between HOMO and LUMO   9.84 eV
Energy relative to the best compared isomer or geometry (same formula, charge and spin)   4.033 eV

For reference, the natural (NBO) charges in units of e are: number 1, H, carries 0.193; number 2, C, carries -0.536; number 3, H, carries 0.248; number 4, H, carries 0.173; number 5, I, carries 0.176; number 6, C, carries 0.085; number 7, F, carries -0.284; number 8, N, carries -0.055

DFT (ωB97M-V/def2-TZVPD) results for a molecular structure, C2H3FKLi2O at a distorted geometry.

ORCA input file:
```
! RIJCOSX wB97M-V def2-TZVPD def2/J DEFGRID3
* xyz 1 1
C 0.66454 0.87534 -1.18246
H 1.70991 0.52936 -1.21614
F -0.08369 -2.23802 3.73469
Li -0.12124 -1.09664 2.41548
Li -1.99033 -0.36707 -1.53384
O -0.12606 0.28076 -0.30678
C 0.25374 1.81726 -2.06374
H -0.75153 2.25230 -2.01017
K -0.49915 -4.27090 4.96867
H 0.94381 2.21760 -2.80570
*
```

HOMO level   -9.66 eV
Gap between HOMO and LUMO   5.92 eV
Energy relative to the best compared isomer or geometry (same formula, charge and spin)   0.482 eV

For reference, the natural (NBO) charges in units of e are: number 1, C, carries 0.189; number 2, H, carries 0.138; number 3, F, carries -0.982; number 4, Li, carries 0.980; number 5, Li, carries 0.961; number 6, O, carries -1.007; number 7, C, carries -0.657; number 8, H, carries 0.172; number 9, K, carries 0.995; number 10, H, carries 0.211

DFT (ωB97M-V/def2-TZVPD) results for a single C2H3FN3P molecule at a distorted geometry.

ORCA input file:
```
! RIJCOSX wB97M-V def2-TZVPD def2/J DEFGRID3
* xyz 0 1
F -1.15076 -2.63904 -1.72654
H 0.86294 -1.55722 -2.47346
N -0.78269 -0.00931 0.47811
N -1.22047 -0.99278 -0.12498
C -0.58640 -1.50301 -1.26064
N 0.48459 -1.01201 -1.72036
C -0.05550 0.79318 1.00472
H 1.42345 2.72568 1.18085
P 0.10986 2.32301 1.82546
H 0.91496 1.87150 2.81684
*
```

HOMO level   -8.82 eV
Gap between HOMO and LUMO   8.88 eV
SMILES   [H]/N=C(F)/N=N\C#[PH2]
Energy relative to the best compared isomer or geometry (same formula, charge and spin)   0.000 eV

For reference, the natural (NBO) charges in units of e are: number 1, F, carries -0.317; number 2, H, carries 0.361; number 3, N, carries 0.032; number 4, N, carries -0.396; number 5, C, carries 0.737; number 6, N, carries -0.743; number 7, C, carries -0.047; number 8, H, carries 0.032; number 9, P, carries 0.354; number 10, H, carries -0.012

DFT (ωB97M-V/def2-TZVPD) results for a single C2H3FN4 molecule at a distorted geometry.

ORCA input file:
```
! RIJCOSX wB97M-V def2-TZVPD def2/J DEFGRID3
* xyz 0 1
C 0.83673 0.54271 -0.09054
N 0.64606 -1.61988 0.01529
C 1.61953 -0.54114 0.02483
F 1.16059 1.83672 0.04907
N -1.73083 0.73153 -0.09056
H -2.08231 0.68476 0.98526
H -2.20571 0.20239 -0.75632
H 2.71828 -0.73115 -0.24563
N -0.49837 -1.22079 0.06130
N -0.46397 0.11487 0.04730
*
```

HOMO level   -9.95 eV
Gap between HOMO and LUMO   10.70 eV
SMILES   Nn1nncc1F
Energy relative to the best compared isomer or geometry (same formula, charge and spin)   2.900 eV

For reference, the natural (NBO) charges in units of e are: number 1, C, carries 0.499; number 2, N, carries -0.201; number 3, C, carries -0.237; number 4, F, carries -0.284; number 5, N, carries -0.622; number 6, H, carries 0.381; number 7, H, carries 0.377; number 8, H, carries 0.247; number 9, N, carries -0.047; number 10, N, carries -0.113

DFT (ωB97M-V/def2-TZVPD) results for 2 unconnected molecules or ions with the total composition C2H3FN4 at a distorted geometry.

ORCA input file:
```
! RIJCOSX wB97M-V def2-TZVPD def2/J DEFGRID3
* xyz 0 1
H 1.43803 0.79706 0.50770
N -1.23982 -0.45213 0.96683
C -0.76972 -0.60573 -1.79188
N 0.72733 1.10503 1.09028
F 1.40436 -1.34092 -1.73167
H -2.70516 -0.22018 -1.78642
N 0.34317 -0.56105 -1.39097
H 0.78411 1.72224 1.97222
C -0.23939 0.18946 0.96411
N -1.84933 -0.25730 -2.23231
*
```

HOMO level   -9.96 eV
Gap between HOMO and LUMO   10.07 eV
SMILES   N=C=NF.N#CN
Energy relative to the best compared isomer or geometry (same formula, charge and spin)   4.432 eV

For reference, the natural (NBO) charges in units of e are: number 1, H, carries 0.418; number 2, N, carries -0.443; number 3, C, carries 0.619; number 4, N, carries -0.870; number 5, F, carries -0.187; number 6, H, carries 0.409; number 7, N, carries -0.186; number 8, H, carries 0.441; number 9, C, carries 0.439; number 10, N, carries -0.641

DFT (ωB97M-V/def2-TZVPD) results for a gas-phase ion, C2H3FNO3S (charge -1) at a distorted geometry.

ORCA input file:
```
! RIJCOSX wB97M-V def2-TZVPD def2/J DEFGRID3
* xyz -1 1
N -0.55080 1.08155 -0.29789
H 1.83146 -0.05949 1.35261
F 0.23067 -1.37749 -0.60138
C 1.99488 0.01031 0.23617
O -1.83834 -0.68882 1.01073
H 2.45911 0.94177 -0.09409
O -2.75202 1.39331 0.18985
H 2.45511 -0.96988 -0.08040
O -2.35858 -0.42171 -1.37469
C 0.55211 -0.14090 -0.20669
S -2.02359 0.23136 -0.13421
*
```

HOMO level (spin up / spin down)   -4.65 / -4.65 eV
Gap between HOMO and LUMO (spin up / spin down)   8.17 / 8.17 eV
SMILES   C/C(F)=N/S(=O)(=O)[O-]

For reference, the natural (NBO) charges in units of e are: number 1, N, carries -0.741; number 2, H, carries 0.254; number 3, F, carries -0.313; number 4, C, carries -0.742; number 5, O, carries -1.050; number 6, H, carries 0.251; number 7, O, carries -1.023; number 8, H, carries 0.225; number 9, O, carries -1.022; number 10, C, carries 0.689; number 11, S, carries 2.471

DFT (ωB97M-V/def2-TZVPD) results for a molecular structure, C2H3FNaO at a distorted geometry.

ORCA input file:
```
! RIJCOSX wB97M-V def2-TZVPD def2/J DEFGRID3
* xyz 0 2
Na -1.19595 -1.61983 1.75068
H 0.58034 1.41834 0.19332
H 1.70938 0.08057 -0.55181
F -1.70094 -0.26263 -0.07457
C -0.38667 0.36500 -0.73533
H -0.50357 0.48452 -1.81191
C 0.81707 0.19312 0.10279
O 0.68033 -0.65908 1.12683
*
```

<S²>   0.754
HOMO level (spin up / spin down)   -6.40 / -7.68 eV
Gap between HOMO and LUMO (spin up / spin down)   5.66 / 6.94 eV
Energy relative to the best compared isomer or geometry (same formula, charge and spin)   2.583 eV

For reference, the natural (NBO) charges in units of e are: number 1, Na, carries 0.975; number 2, H, carries 0.141; number 3, H, carries 0.157; number 4, F, carries -0.514; number 5, C, carries 0.146; number 6, H, carries 0.163; number 7, C, carries -0.098; number 8, O, carries -0.970

DFT (ωB97M-V/def2-TZVPD) results for 2 unconnected molecules or ions with the total composition C2H3FO2S at a distorted geometry.

ORCA input file:
```
! RIJCOSX wB97M-V def2-TZVPD def2/J DEFGRID3
* xyz 0 1
C 1.24580 -0.11112 0.26169
O -2.73242 0.20879 0.24362
O -1.34166 1.72679 -0.75456
H 1.98938 -0.83783 0.61190
H 1.02094 0.63396 1.08989
C -2.03663 0.97180 -0.27436
S 0.34038 -1.08997 -0.90184
H 1.95125 0.47536 -0.45538
F -0.43704 -1.97780 0.17904
*
```

HOMO level   -9.13 eV
Gap between HOMO and LUMO   9.77 eV
SMILES   O=C=O.CSF
Energy relative to the best compared isomer or geometry (same formula, charge and spin)   0.206 eV

For reference, the natural (NBO) charges in units of e are: number 1, C, carries -0.858; number 2, O, carries -0.517; number 3, O, carries -0.513; number 4, H, carries 0.231; number 5, H, carries 0.250; number 6, C, carries 1.023; number 7, S, carries 0.628; number 8, H, carries 0.244; number 9, F, carries -0.488

DFT (ωB97M-V/def2-TZVPD) results for a molecular structure, C2H3FO2Sc at a distorted geometry.

ORCA input file:
```
! RIJCOSX wB97M-V def2-TZVPD def2/J DEFGRID3
* xyz 3 1
H 2.47912 3.85064 0.09783
C 1.80121 2.99171 -0.00539
C 0.78961 2.79773 1.12145
O -0.39548 2.79747 0.84915
O 1.15015 2.84395 -1.20095
Sc -1.11560 3.04925 -1.26837
H 1.15647 2.66350 2.15038
F 2.71340 1.78837 -0.13529
H 1.80324 2.11149 -1.69011
*
```

HOMO level   -26.72 eV
Gap between HOMO and LUMO   7.17 eV
Energy relative to the best compared isomer or geometry (same formula, charge and spin)   0.000 eV

For reference, the natural (NBO) charges in units of e are: number 1, H, carries 0.312; number 2, C, carries 0.335; number 3, C, carries 0.531; number 4, O, carries -0.590; number 5, O, carries -0.837; number 6, Sc, carries 2.549; number 7, H, carries 0.315; number 8, F, carries -0.268; number 9, H, carries 0.654